Record 1
26
Properties=species:S:1:pos:R:3 method="wB97M-V/def2-TZVPD" charge=-1 e_lumo_ev=3.380 orbital_gap_ev=7.230
H 0.1939 2.3337 -2.3845
H 3.5809 -1.8340 2.0776
C 2.2610 -0.2221 2.0850
H -3.0746 0.3220 -0.1761
H -0.0748 1.5029 2.7217
H -1.1898 1.8802 -2.0511
H 2.6356 -0.0772 3.0837
H -0.7979 2.7950 0.8225
C 1.2320 0.4231 1.4259
O -1.3857 -1.3915 -1.1260
C 0.1790 1.2178 -0.4887
C 2.9895 -1.2023 1.4131
C 2.7977 -1.4642 0.0529
C 1.1329 0.2658 0.0445
H -3.9525 -0.3373 -1.6099
O -2.8628 -2.7694 -0.1020
H -4.2981 -0.7920 0.1846
C -2.4897 -1.7071 -0.6313
N 0.3196 1.3951 1.8067
C -0.3048 1.8366 0.6339
H 1.6475 -0.6994 -1.7333
H -0.0883 0.4551 -2.3699
C -3.5759 -0.5502 -0.5950
C 1.8469 -0.7142 -0.6427
C -0.1656 1.4347 -1.9051
H 3.4438 -2.1009 -0.5367

***

Record 2
26
Properties=species:S:1:pos:R:3 method="wB97M-V/def2-TZVPD" charge=-1 e_lumo_ev=3.352 orbital_gap_ev=7.854
H 0.3076 2.1931 2.2403
H 0.8332 -1.2656 -3.4566
H 0.1423 -2.1340 1.5800
C -1.2968 1.5206 3.4194
H 0.8795 1.0004 3.4966
H 1.7160 -3.6568 -0.2584
H 0.4636 2.6139 3.9689
C -0.2132 0.2916 -0.5088
C -0.4560 1.6987 -2.4393
C 0.2081 1.8228 3.2599
H -0.9778 0.1761 1.5287
C -0.5340 1.5255 -1.0788
C 0.3043 -0.7233 -1.3877
C 0.4483 -0.5267 -2.7635
O -1.7580 0.5773 2.6820
C 0.5376 -1.8787 -0.5793
O -1.9607 2.2058 4.1974
N -0.2452 -0.2177 0.7532
H 1.6511 -3.0547 -1.9421
C 1.0831 -3.2051 -1.0184
H 0.2900 -3.8999 -1.3148
H 0.0052 0.8204 -4.3692
H -0.7675 2.3774 -0.4453
C 0.1283 -1.5311 0.6836
H -0.7501 2.6089 -2.9494
C -0.0390 0.6612 -3.2985

***

Record 3
31
Properties=species:S:1:pos:R:3 method="wB97M-V/def2-TZVPD" charge=+3 s2=6.035 e_lumo_ev="-12.682 / -15.549" spin_multiplicity=5 orbital_gap_ev="7.439 / 5.440"
C 0.1501 0.6852 0.4351
O -0.3699 -3.4087 -0.0810
C 0.7676 -1.6858 5.2036
H -1.6187 0.6159 6.3213
Ru 0.1001 -0.3240 -1.1153
H -2.5678 -1.3446 4.9637
C 2.0139 -0.4095 -1.2417
C 0.0374 -2.4935 4.1334
O 3.1724 -0.4559 -1.2266
H -0.8246 -1.7234 6.6601
C -0.1867 -2.2922 -0.2674
H 0.7293 -3.2181 3.6895
C -2.0796 -0.4534 4.5372
C -0.1788 -0.9766 6.1763
O -0.7328 2.9325 -1.8437
H -0.8051 -3.0450 4.5747
C -1.8292 -0.1541 -1.3742
H 0.8846 1.9132 -2.7635
H -0.4302 0.8535 5.0372
O -2.9807 -0.0534 -1.4409
C -0.0071 2.0391 -2.0703
H 0.4254 -0.5006 6.9580
O 0.0437 -1.6617 1.8666
H 1.4034 -2.3743 5.7720
C -0.4762 -1.6290 3.0018
H 1.4403 -0.9545 4.7307
H -2.8545 0.2979 4.3548
N -1.5081 -0.7878 3.2388
H -1.9013 -0.3479 2.4091
C -1.0549 0.0985 5.5345
O 0.2059 1.3708 1.3753

***

Q: Look up the charge of the third one.
A: +3

***

Q: The highest charge belongs to which entry?
A: C11H12NO6Ru